DFT (ωB97M-V/def2-TZVPD) results for a 16-piece molecular cluster, C34H21BCl60IN3O7 overall.

Output
frontier orbital gap: 8.348 eV
net charge: 0

Last columns: bonded neighbours and bond lengths (Å).
Element x y z (Å)
1 I 0.030 0.388 -3.522  C76 2.158
2 Cl 10.239 -2.114 -1.600  C72 1.770
3 Cl -19.382 5.603 8.729  C96 1.769
4 Cl -14.290 2.540 2.983  C89 1.780
5 Cl -15.887 5.160 7.157  C83 1.769
6 Cl 5.608 -6.692 -2.199  C99 1.773
7 Cl -0.870 -1.766 -6.383  C92 1.767
8 Cl 7.137 5.914 0.477  C73 1.768
9 Cl 6.144 4.390 -2.260  C79 1.774
10 Cl 8.056 2.920 -7.060  C86 1.768
11 Cl -9.023 1.057 2.183  C74 1.771
12 Cl 4.271 -4.926 -8.807  C84 1.768
13 Cl -3.282 -2.431 -7.829  C92 1.771
14 Cl 8.386 -3.890 3.504  C104 1.770
15 Cl -16.071 7.377 5.313  C83 1.771
16 Cl -18.045 3.267 9.784  C96 1.775
17 Cl -16.693 2.017 15.285  C91 1.770
18 Cl 13.100 3.161 0.766  C97 1.770
19 Cl -13.310 -0.401 -2.110  C105 1.770
20 Cl -7.059 -0.638 3.460  C74 1.769
21 Cl 4.675 -6.090 -6.194  C84 1.772
22 Cl -12.715 0.174 3.535  C89 1.767
23 Cl -17.058 5.907 10.418  C96 1.768
24 Cl 7.921 -6.213 5.158  C104 1.770
25 Cl 8.542 2.613 -9.896  C86 1.770
26 Cl -19.442 2.895 15.445  C91 1.771
27 Cl -10.993 0.302 -0.540  C105 1.766
28 Cl -11.462 2.482 2.331  C89 1.771
29 Cl -13.532 6.711 6.527  C83 1.771
30 Cl 10.478 3.291 -0.446  C97 1.767
31 Cl -3.350 -0.432 -5.744  C92 1.768
32 Cl 5.987 4.909 -5.096  C79 1.769
33 Cl 8.062 -3.395 -0.199  C72 1.769
34 Cl -2.008 0.132 -8.240  C92 1.771
35 Cl 6.790 -9.212 -1.410  C99 1.769
36 Cl 8.528 5.097 -3.730  C79 1.769
37 Cl -18.832 0.206 14.578  C91 1.770
38 Cl -19.557 4.997 11.548  C96 1.769
39 Cl -8.049 -1.304 0.827  C74 1.771
40 Cl 8.604 -4.071 -2.959  C72 1.772
41 Cl -12.300 2.570 5.089  C89 1.767
42 Cl 10.440 -4.908 -0.875  C72 1.777
43 Cl 9.892 6.292 1.202  C73 1.771
44 Cl 6.069 -3.664 -6.929  C84 1.771
45 Cl 10.281 -6.072 3.493  C104 1.772
46 Cl -6.309 0.975 1.182  C74 1.771
47 Cl 5.694 -7.440 0.597  C99 1.788
48 Cl 7.288 0.480 -8.402  C86 1.771
49 Cl -14.684 4.957 4.539  C83 1.771
50 Cl 11.578 0.740 0.318  C97 1.771
51 Cl 8.054 8.530 1.321  C73 1.770
52 Cl 5.842 2.930 -8.913  C86 1.770
53 Cl 7.840 6.377 3.239  C73 1.770
54 Cl 8.148 -6.734 -0.850  C99 1.763
55 Cl -18.216 2.452 12.867  C91 1.769
56 Cl -13.536 1.572 -0.010  C105 1.771
57 Cl 7.300 2.508 -4.133  C79 1.776
58 Cl 6.793 -6.177 -8.158  C84 1.768
59 Cl -12.081 2.196 -2.427  C105 1.770
60 Cl 7.674 -6.417 2.283  C104 1.773
61 Cl 10.743 2.619 2.348  C97 1.769
62 O -1.374 0.590 -0.560  C81 1.462, B106 1.386
63 O 4.999 5.191 -0.309  C103 1.155
64 O -1.581 -1.949 -2.900  C76 1.184
65 O -0.389 1.195 1.537  B106 1.411, H125 0.971
66 O 1.801 -2.459 -3.628  C80 1.200
67 O 1.801 2.793 1.507  C100 1.187
68 O 5.908 1.037 0.653  C78 1.182
69 N 3.985 3.035 -0.437  N71 1.472, C103 1.231
70 N 2.968 -3.020 -1.674  C80 1.430, C85 1.478, C94 1.441
71 N 3.968 2.392 0.887  N69 1.472, C78 1.469, C100 1.476
72 C 9.334 -3.623 -1.408  Cl2 1.770, Cl33 1.769, Cl40 1.772, Cl42 1.777
73 C 8.230 6.785 1.561  Cl8 1.768, Cl43 1.771, Cl51 1.770, Cl53 1.770
74 C -7.610 0.023 1.914  Cl11 1.771, Cl20 1.769, Cl39 1.771, Cl46 1.771
75 C 1.350 -1.251 -0.802  C94 1.428, C95 1.524, C98 1.442
76 C -0.615 -1.397 -2.496  I1 2.158, O64 1.184, C95 1.554
77 C 3.699 -3.838 -3.942  C80 1.545, H107 1.102, H109 1.110, H118 1.094
78 C 4.738 1.184 0.564  O68 1.182, N71 1.469, C88 1.516
79 C 6.990 4.226 -3.810  Cl9 1.774, Cl32 1.769, Cl36 1.769, Cl57 1.776
80 C 2.697 -3.037 -3.079  O66 1.200, N70 1.430, C77 1.545
81 C -2.552 0.181 0.203  O62 1.462, C102 1.545, H110 1.107, H120 1.104
82 C 7.271 -0.944 -2.261  C101 1.556, H115 1.107, H117 1.104, H127 1.101
83 C -15.044 6.052 5.883  Cl5 1.769, Cl15 1.771, Cl29 1.771, Cl49 1.771
84 C 5.452 -5.214 -7.524  Cl12 1.768, Cl21 1.772, Cl44 1.771, Cl58 1.768
85 C 2.447 -4.209 -0.967  N70 1.478, H108 1.102, H113 1.112, H123 1.104
86 C 7.433 2.237 -8.568  Cl10 1.768, Cl25 1.770, Cl48 1.771, Cl52 1.770
87 C 2.332 0.684 0.266  C88 1.435, C98 1.408, C100 1.536
88 C 3.677 0.230 0.052  C78 1.516, C87 1.435, C93 1.410
89 C -12.692 1.940 3.485  Cl4 1.780, Cl22 1.767, Cl28 1.771, Cl41 1.767
90 C 5.222 -1.549 -0.842  C93 1.542, C101 1.575, H111 1.102, H116 1.100
91 C -18.295 1.892 14.543  Cl17 1.770, Cl26 1.771, Cl37 1.770, Cl55 1.769
92 C -2.376 -1.125 -7.048  Cl7 1.767, Cl13 1.771, Cl31 1.768, Cl34 1.771
93 C 3.796 -1.018 -0.592  C88 1.410, C90 1.542, C94 1.429
94 C 2.662 -1.764 -1.039  N70 1.441, C75 1.428, C93 1.429
95 C 0.112 -2.010 -1.267  C75 1.524, C76 1.554, H114 1.095, H119 1.109
96 C -18.512 4.945 10.122  Cl3 1.769, Cl16 1.775, Cl23 1.768, Cl38 1.769
97 C 11.477 2.455 0.747  Cl18 1.770, Cl30 1.767, Cl50 1.771, Cl61 1.769
98 C 1.160 -0.001 -0.109  C75 1.442, C87 1.408, B106 1.586
99 C 6.572 -7.515 -0.959  Cl6 1.773, Cl35 1.769, Cl47 1.788, Cl54 1.763
100 C 2.539 2.032 0.973  O67 1.187, N71 1.476, C87 1.536
101 C 5.718 -0.883 -2.180  C82 1.556, C90 1.575, H121 1.101, H124 1.107
102 C -3.614 -0.445 -0.728  C81 1.545, H112 1.106, H122 1.102, H126 1.110
103 C 4.499 4.152 -0.383  O63 1.155, N69 1.231
104 C 8.565 -5.648 3.609  Cl14 1.770, Cl24 1.770, Cl45 1.772, Cl60 1.773
105 C -12.478 0.917 -1.270  Cl19 1.770, Cl27 1.766, Cl56 1.771, Cl59 1.770
106 B -0.255 0.615 0.257  O62 1.386, O65 1.411, C98 1.586
107 H 4.324 -4.494 -3.316  C77 1.102
108 H 2.076 -3.970 0.042  C85 1.102
109 H 4.376 -3.070 -4.371  C77 1.110
110 H -2.229 -0.607 0.909  C81 1.107
111 H 5.224 -2.642 -0.985  C90 1.102
112 H -3.828 0.291 -1.525  C102 1.106
113 H 1.571 -4.611 -1.523  C85 1.112
114 H 0.271 -3.070 -1.488  C95 1.095
115 H 7.653 -1.879 -2.714  C82 1.107
116 H 5.863 -1.303 0.017  C90 1.100
117 H 7.603 -0.100 -2.889  C82 1.104
118 H 3.219 -4.334 -4.791  C77 1.094
119 H -0.617 -1.977 -0.432  C95 1.109
120 H -2.949 1.055 0.747  C81 1.104
121 H 5.208 -1.385 -3.017  C101 1.101
122 H -3.271 -1.390 -1.180  C102 1.102
123 H 3.176 -5.037 -0.923  C85 1.104
124 H 5.412 0.180 -2.116  C101 1.107
125 H -0.430 2.151 1.372  O65 0.971
126 H -4.518 -0.622 -0.110  C102 1.110
127 H 7.692 -0.795 -1.254  C82 1.101

Results of the Löwdin charge analysis, in e, for atoms 1 through 99: 0.946, 0.564, 0.524, 0.469, 0.501, 0.529, 0.497, 0.624, 0.680, 0.485, 0.459, 0.534, 0.515, 0.516, 0.525, 0.497, 0.522, 0.523, 0.527, 0.531, 0.544, 0.544, 0.516, 0.526, 0.523, 0.519, 0.496, 0.461, 0.524, 0.497, 0.512, 0.534, 0.562, 0.514, 0.545, 0.540, 0.522, 0.504, 0.519, 0.550, 0.533, 0.511, 0.496, 0.522, 0.522, 0.550, 0.485, 0.515, 0.471, 0.504, 0.529, 0.522, 0.527, 0.469, 0.471, 0.490, 0.506, 0.531, 0.529, 0.449, 0.521, -0.018, -0.101, -0.012, 0.126, 0.074, 0.167, 0.174, 0.156, -0.075, 0.047, -1.983, -2.010, -2.018, -0.100, -0.775, -0.018, -0.340, -1.973, -0.438, -0.207, -0.155, -2.027, -2.036, -0.026, -2.037, 0.004, -0.013, -1.995, -0.148, -2.039, -2.044, -0.046, -0.104, -0.093, -2.039, -2.049, 0.028, -1.983

***

DFT (ωB97M-V/def2-TZVPD) results for one molecule with the formula C6H8ClN3O2.

Output
ΔE to the lowest compared entry with this formula, charge and spin: 40.6 kcal per mole
frontier orbital gap: 9.956 eV
net charge: 0

Last columns: bonded neighbours and bond lengths (Å).
Element x y z (Å)
1 Cl 2.367 -1.552 -1.043  C9 1.719
2 O 0.390 -0.454 3.125  C7 1.200
3 O -0.493 1.212 -0.944  C10 1.422, C11 1.368
4 N -0.877 -2.175 0.920  N6 1.212, C12 1.461
5 N 0.378 0.777 1.227  C7 1.357, C11 1.410, H17 1.013
6 N -1.322 -2.206 -0.207  N4 1.212, C8 1.444
7 C 0.413 -0.386 1.927  O2 1.200, N5 1.357, C12 1.541
8 C -0.422 -1.699 -1.216  N6 1.444, C9 1.511, H15 1.094, H18 1.092
9 C 0.789 -1.255 -0.430  Cl1 1.719, C8 1.511, C12 1.504
10 C -0.918 2.564 -0.831  O3 1.422, H13 1.088, H19 1.095, H20 1.095
11 C 0.577 0.866 -0.166  O3 1.368, N5 1.410, H16 1.093
12 C 0.470 -1.612 0.996  N4 1.461, C7 1.541, C9 1.504, H14 1.093
13 H -1.551 2.760 -1.694  C10 1.088
14 H 1.131 -2.341 1.470  C12 1.093
15 H -0.920 -0.879 -1.742  C8 1.094
16 H 1.533 1.297 -0.476  C11 1.093
17 H 0.220 1.616 1.772  N5 1.013
18 H -0.205 -2.495 -1.932  C8 1.092
19 H -0.060 3.244 -0.840  C10 1.095
20 H -1.498 2.719 0.084  C10 1.095

Atom-resolved charges from natural (NBO), all expressed in e: 0.029, -0.563, -0.549, -0.085, -0.679, -0.087, 0.699, -0.371, -0.041, -0.255, 0.314, -0.301, 0.206, 0.257, 0.255, 0.169, 0.415, 0.235, 0.174, 0.178

***

| no. | strongest force on any atom (hartree/bohr) |
| --- | --- |
| 1 | 0.0531 |
| 2 | 0.0794 |